[1]
{
  "formula": "C29H39BBeBrClF5MgNO16",
  "method": "ωB97M-V/def2-TZVPD",
  "charge": 0,
  "gap_ev": 1.45,
  "homo_ev": -8.52,
  "e_lumo_ha": -0.25986,
  "species": ["C", "C", "O", "H", "O", "O", "F", "H", "Br", "F", "H", "C", "H", "H", "H", "H", "C", "H", "O", "H", "C", "H", "O", "C", "H", "H", "O", "Be", "C", "C", "H", "O", "O", "H", "C", "C", "C", "H", "H", "H", "C", "H", "H", "C", "C", "B", "H", "O", "F", "H", "H", "H", "H", "C", "C", "H", "F", "O", "Mg", "C", "O", "H", "O", "O", "N", "H", "H", "C", "H", "H", "O", "C", "C", "C", "O", "H", "F", "C", "Cl", "H", "H", "C", "O", "C", "C", "H", "C", "H", "H", "H", "C", "C", "H", "C", "H"],
  "positions_angstrom": [[-3.9225, 5.1488, 1.9230], [-0.8741, 2.3812, -1.0215], [8.0363, -2.3615, 1.5927], [-6.4914, 8.3747, 4.0732], [1.6707, -3.9628, -8.3253], [-3.4699, 4.7217, 0.8725], [-2.6416, -0.7544, 0.8733], [-0.7302, -1.6711, 1.0676], [5.2937, -5.5151, 1.0872], [0.0247, -4.3389, 3.8107], [2.2507, 0.2497, -3.4769], [0.3611, -2.7058, -6.3357], [3.7554, -5.3963, -8.5299], [4.2621, -1.1634, -0.6837], [7.3893, -4.2812, 3.8130], [7.9886, -4.6884, 2.1728], [3.2091, -6.0714, -7.8672], [-6.1050, 8.6462, -0.1904], [6.3795, -2.0502, 2.9653], [-0.5771, 1.0238, -3.1236], [-5.2639, 6.8622, 3.1440], [0.6501, 0.5162, 0.4692], [0.7167, -0.6284, 3.9984], [-0.2451, -1.1506, 3.3694], [1.9253, 0.1396, -1.6264], [3.9698, 1.0972, 2.9642], [0.4435, 2.1818, -1.5598], [-2.1527, -2.9511, 2.2404], [-3.8139, 4.3168, 5.6043], [-2.6332, 2.6048, 4.3815], [4.7453, -1.9196, 0.8270], [-1.6604, -4.0061, -3.2061], [-3.4250, -2.9324, -4.0129], [-4.1608, 4.7241, 6.5490], [-5.8716, 8.1450, 0.7438], [-2.9123, 3.2617, 3.1870], [-2.4180, -2.8936, -3.2871], [2.6254, -1.2025, 1.7439], [-2.8503, 2.6299, 6.5231], [0.8816, 2.0937, -3.6502], [4.7271, -0.9675, 0.2870], [-7.0345, 9.5021, 1.9435], [-4.6595, 6.6435, -0.1975], [0.4377, 1.4460, -2.8067], [4.5563, 0.3528, 2.4179], [1.2784, -4.7367, 3.2213], [-1.3967, -3.9458, -6.1437], [2.5955, -0.3793, 1.2325], [1.8324, -3.6244, 2.4899], [2.4497, -6.6258, -8.4236], [-0.6971, -0.0117, -0.8084], [-0.9705, 3.5177, -0.8048], [3.9175, -6.7840, -7.4421], [-3.0761, 3.1377, 5.5906], [-1.1998, -0.6236, 1.2710], [5.7570, -0.6400, 0.1218], [1.0571, -5.8333, 2.3289], [-1.1092, -0.2239, 2.6554], [-4.2706, -0.3897, 1.5109], [-4.7600, 6.3680, 1.9407], [0.7392, -1.1029, -2.9414], [-0.8953, -3.6838, -7.8063], [-1.9438, -1.9649, -2.5749], [-1.0682, 1.7424, 0.2894], [7.2088, -2.7455, 2.4038], [0.2305, -2.1904, -5.3809], [-1.7394, 2.1206, -1.7234], [-4.9323, 6.2005, 4.4255], [-2.5592, 2.8439, 2.2476], [-0.1452, -1.1105, -2.4988], [1.2528, -3.8018, -6.0936], [3.9358, 0.0775, 1.0575], [-6.3914, 8.6275, 1.9431], [1.8301, -4.3317, -7.1844], [2.6008, -5.3619, -6.7908], [-2.0680, 1.6778, 4.3703], [2.1884, -5.1333, 4.2520], [-0.4912, 0.4052, 0.2522], [-2.8905, -5.1035, 2.8595], [-1.0286, -3.5844, -2.5892], [6.2088, -4.5919, 2.4722], [7.2051, -4.1911, 2.7420], [-5.3350, 6.6576, 5.4810], [-5.0575, 7.0173, 0.7409], [-4.1105, 4.9688, 4.4053], [0.8076, -1.9885, -7.0311], [-3.6465, 4.4486, 3.1975], [-0.4107, -2.2978, 3.4349], [5.5808, 0.7200, 2.3169], [-1.6920, -2.3732, -6.9207], [-6.0852, 7.9911, 3.1421], [1.4317, 0.1490, -2.6645], [3.8919, 1.0054, 0.4794], [-0.9857, -3.2009, -6.8298], [4.5690, -0.5519, 3.0318]]
}


[2]
{
  "formula": "C4H12N2O2",
  "method": "ωB97M-V/def2-TZVPD",
  "smiles": "NCCCC(N)=O.O",
  "charge": 0,
  "gap_ev": 9.84,
  "homo_ev": -9.15,
  "e_lumo_ha": 0.02538,
  "species": ["H", "H", "C", "H", "N", "H", "N", "H", "H", "H", "H", "O", "H", "C", "C", "C", "H", "H", "O", "H"],
  "positions_angstrom": [[-1.4134, 1.4884, 1.5672], [1.3727, 1.9383, 0.4756], [-0.0703, 0.6972, -0.7519], [0.2110, -2.6554, -1.3853], [-0.8839, 3.4437, 0.7142], [-1.3248, 4.1057, 1.3931], [0.2602, -1.6951, -1.5914], [0.7739, 0.7583, -1.5546], [0.7933, -3.0415, 0.4641], [0.0191, 2.4020, 2.3789], [1.7927, -2.7527, -0.6236], [1.3392, -3.4806, -0.1050], [0.5423, -1.3870, -2.4857], [-0.1816, -0.8004, -0.6243], [0.4531, 1.3714, 0.5883], [-0.4909, 2.1872, 1.3868], [0.5500, 0.4690, 1.1933], [-1.4309, 3.2804, -0.1892], [-0.6838, -1.3565, 0.4077], [-1.0250, 1.1190, -1.1082]]
}


Repeat the second record exactly.
{
  "formula": "C4H12N2O2",
  "method": "ωB97M-V/def2-TZVPD",
  "smiles": "NCCCC(N)=O.O",
  "charge": 0,
  "gap_ev": 9.84,
  "homo_ev": -9.15,
  "e_lumo_ha": 0.02538,
  "species": ["H", "H", "C", "H", "N", "H", "N", "H", "H", "H", "H", "O", "H", "C", "C", "C", "H", "H", "O", "H"],
  "positions_angstrom": [[-1.4134, 1.4884, 1.5672], [1.3727, 1.9383, 0.4756], [-0.0703, 0.6972, -0.7519], [0.2110, -2.6554, -1.3853], [-0.8839, 3.4437, 0.7142], [-1.3248, 4.1057, 1.3931], [0.2602, -1.6951, -1.5914], [0.7739, 0.7583, -1.5546], [0.7933, -3.0415, 0.4641], [0.0191, 2.4020, 2.3789], [1.7927, -2.7527, -0.6236], [1.3392, -3.4806, -0.1050], [0.5423, -1.3870, -2.4857], [-0.1816, -0.8004, -0.6243], [0.4531, 1.3714, 0.5883], [-0.4909, 2.1872, 1.3868], [0.5500, 0.4690, 1.1933], [-1.4309, 3.2804, -0.1892], [-0.6838, -1.3565, 0.4077], [-1.0250, 1.1190, -1.1082]]
}